Record 1
DFT (ωB97M-V/def2-TZVPD) results for a molecular structure, C8H24CdN2O4 at a distorted geometry.

```
39
Properties=species:S:1:pos:R:3:forces:R:3
Cd -22.54057 -21.23247 -26.18961 -1.7 0.2 -0.6
O -21.87427 -18.79444 -28.14758 0.6 -0.1 1.2
H -21.80143 -18.09937 -28.83029 -0.6 -1.0 0.0
O -25.10254 -22.80990 -26.76114 1.1 0.4 0.3
H -26.03664 -22.52910 -26.70522 0.8 0.4 0.1
C -21.05255 -19.16196 -22.80647 -0.4 -0.9 -0.1
C -22.14496 -20.19763 -22.34644 0.4 1.6 -1.2
C -23.63068 -19.75247 -22.43824 1.4 0.3 0.4
O -23.96707 -19.53405 -23.77570 -1.3 0.2 -0.5
C -25.36205 -19.11797 -23.87623 0.7 -0.2 -0.4
N -22.00158 -21.39640 -23.17968 0.1 -0.6 0.3
H -21.02268 -18.92806 -23.87066 -0.7 0.1 -0.1
H -20.10829 -19.69444 -22.69280 0.2 0.2 0.5
H -21.03438 -18.23521 -22.23297 -0.1 -0.2 0.0
H -21.85248 -20.41059 -21.31825 -0.5 -0.1 0.3
H -23.72064 -18.84682 -21.83841 -0.1 0.4 0.0
H -24.30838 -20.46732 -21.97154 0.0 -0.5 0.0
H -25.66431 -19.06297 -24.92203 0.5 0.2 0.0
H -25.47013 -18.14102 -23.40507 -0.1 0.0 0.1
H -26.04418 -19.85047 -23.44467 0.2 -0.1 0.4
H -22.47399 -22.08326 -22.60947 -0.8 -0.7 -0.5
H -21.06161 -21.74903 -23.06917 0.6 0.2 -0.3
C -19.36481 -25.74833 -26.94731 0.5 1.2 1.1
C -18.62300 -24.37801 -27.07708 0.2 -1.2 -0.3
C -17.28932 -24.47381 -27.93169 -1.2 -0.2 0.9
O -17.03728 -23.19797 -28.44623 -2.0 -0.8 -0.2
C -15.78661 -23.01706 -28.96286 1.3 1.2 0.4
N -19.56829 -23.40244 -27.62938 0.7 -0.3 -0.2
H -20.20217 -25.59481 -26.26660 -0.3 0.2 -0.2
H -18.77955 -26.46714 -26.37383 0.3 -0.3 -0.6
H -19.76306 -26.11118 -27.89485 0.3 -0.1 0.0
H -18.31110 -24.01892 -26.09632 -0.1 -0.1 0.2
H -17.38184 -25.23057 -28.71070 -0.1 0.0 -0.4
H -16.47595 -24.80059 -27.28382 0.2 0.0 0.2
H -15.83505 -22.06703 -29.49503 0.4 -0.1 -0.1
H -15.36388 -23.78529 -29.61032 -0.4 -0.3 -0.1
H -15.17490 -22.90797 -28.06732 1.0 0.1 -0.3
H -18.92433 -22.73966 -28.03699 -0.2 1.0 0.0
H -19.89073 -23.85770 -28.47132 -0.8 -0.1 -0.3
```
Forces are in eV/Å.

Properties
- Relative energy (zero: lowest compared OMol25 entry of this formula, charge and spin): 156.7 kcal per mole
- Charge: 0
- Frontier orbital gap: 4.15 eV
- LUMO energy: -3.05 eV
- E_HOMO: -7.2 eV


Record 2
DFT (ωB97M-V/def2-TZVPD) results for a single C5H9F molecule at a distorted geometry.

```
15
Properties=species:S:1:pos:R:3:forces:R:3
C -1.80510 0.46346 -0.23371 -2.2 1.4 -3.2
C -0.64166 -0.40431 -0.32209 1.3 1.2 4.7
C -0.00561 -0.92372 1.05872 -0.2 -0.1 -0.3
C 0.60936 0.17263 0.26249 -0.6 0.9 0.4
C 1.90058 0.13860 -0.46208 0.7 0.2 -0.8
H -1.66006 1.36342 -0.96551 -0.3 -1.6 0.9
H -2.70627 -0.11682 -0.60129 0.7 0.9 0.6
H -2.02455 0.96090 0.66089 -0.2 0.2 1.6
H -0.71249 -0.96651 -1.15573 0.8 -2.1 -2.5
H 0.60930 -1.84814 1.06306 -0.8 0.5 0.0
H -0.53420 -0.64272 2.02460 0.7 -0.4 -1.5
H 2.75830 -0.31615 0.05316 -0.3 0.3 0.1
H 2.19095 1.14503 -0.87346 -0.4 -0.9 0.6
H 1.63996 -0.46471 -1.31730 0.6 -0.4 -0.6
F 0.38149 1.43906 0.80824 0.2 0.0 0.1
```
Forces are in eV/Å.

Properties
- Structure (SMILES): C[C@@H]1C[C@]1(C)F
- Relative energy (zero: lowest compared OMol25 entry of this formula, charge and spin): 27.7 kcal per mole
- Charge: 0
- Frontier orbital gap: 10.89 eV
- LUMO energy: 1.08 eV
- E_HOMO: -9.8 eV


Record 3
DFT (ωB97M-V/def2-TZVPD) results for 2 unconnected molecules or ions with the total composition C3H9O3 at a distorted geometry.

```
15
Properties=species:S:1:pos:R:3:forces:R:3
C -0.64348 0.54969 -0.28360 -0.8 -0.9 1.0
O 0.19548 0.32621 -1.31079 0.2 0.2 -0.5
C -0.85016 -0.65357 0.65559 -0.9 0.7 3.4
C 0.45514 -1.24297 1.16725 1.9 1.1 0.1
O 0.41258 -2.59112 1.65738 -0.4 0.5 -0.9
H -0.27378 1.41896 0.33661 -0.2 -0.4 -0.7
H -1.65346 0.83753 -0.65529 0.5 0.3 -0.1
H -1.48268 -1.48220 0.35429 0.0 0.0 -0.9
H -1.45206 -0.23085 1.55213 0.8 -0.6 -1.2
H 1.13035 -1.00534 0.31712 0.1 -1.4 0.0
H 1.04479 -0.71546 1.95316 -1.2 0.6 -0.1
H 1.14195 -2.63175 2.27904 -0.1 -0.3 0.0
H 1.34930 2.48907 -2.93523 0.3 0.8 -0.1
H 0.10465 2.03377 -2.44785 -0.4 0.7 0.3
O 0.52139 2.89802 -2.63981 0.2 -1.4 -0.1
```
Forces are in eV/Å.

Properties
- Relative energy (zero: lowest compared OMol25 entry of this formula, charge and spin): 18.5 kcal per mole
- 2S+1: 2
- Charge: 0
- Frontier orbital gap (spin up / spin down): 10.98 / 7.99 eV
- LUMO energy (spin up / spin down): 0.77 / -2.19 eV
- E_HOMO (spin up / spin down): -10.2 / -10.2 eV
- <S²>: 0.7542


Record 4
DFT (ωB97M-V/def2-TZVPD) results for a molecular structure, C5H13PS at a distorted geometry.

```
20
Properties=species:S:1:pos:R:3:forces:R:3
C 1.43426 0.17548 1.22087 0.9 0.9 -1.1
C 0.79795 0.13713 -1.91002 0.4 0.5 3.2
C -1.64560 0.40262 -1.17402 1.4 0.4 0.7
C 0.07000 0.51299 0.50966 0.4 -0.6 4.1
C -0.27329 -0.10545 -0.80223 1.4 -1.5 1.1
P -1.59202 -0.07486 2.20316 0.9 -0.5 -2.0
S -0.35289 -2.04157 -0.41459 1.8 0.5 -0.3
H 2.37039 0.29976 0.60075 -1.1 -0.8 -0.6
H 1.83119 0.93753 1.90526 -1.3 -0.1 0.7
H 1.46041 -0.82418 1.67652 -0.1 0.5 -0.1
H 0.27275 -0.00690 -2.75077 -1.6 -0.5 -3.5
H 1.68985 -0.46258 -1.93565 0.1 -0.6 0.5
H 1.13440 1.15704 -1.85775 0.0 0.7 0.0
H -2.02439 -0.11123 -1.99161 -1.3 -1.4 -1.1
H -2.18868 0.45234 -0.25350 -1.1 -0.4 0.0
H -1.58267 1.41367 -1.52283 0.4 0.9 -0.1
H -0.30218 1.51293 0.68948 0.6 0.5 -0.7
H -1.10789 0.30632 3.45263 0.7 0.7 0.2
H -1.03881 -1.35814 2.41131 -0.1 0.0 -0.2
H 1.04723 -2.32289 -0.05666 -2.3 0.8 -0.7
```
Forces are in eV/Å.

Properties
- Relative energy (zero: lowest compared OMol25 entry of this formula, charge and spin): 98.9 kcal per mole
- Charge: 0
- Frontier orbital gap: 8.64 eV
- LUMO energy: 0.38 eV
- E_HOMO: -8.3 eV